[1]
DFT (ωB97M-V with the def2-TZVPD basis set) results for a molecular structure, C41H38F3LaN2OSb2.

Element x y z (Å)
La 0.3470 -0.3083 -1.7965
C 0.0242 -2.7785 0.2178
C 1.4555 -3.1427 -0.2676
C 1.7985 -2.8923 -1.7389
Sb 3.6910 -1.5517 -2.2232
C 3.0973 0.1382 -0.9396
C 3.3336 0.0844 0.4525
C 3.1354 1.2020 1.2685
C 2.5388 2.3281 0.7787
C 2.2582 2.3966 -0.6062
C 2.5561 1.3434 -1.4518
C 5.2888 -2.2872 -0.9760
C 6.1015 -1.3115 -0.4129
C 7.1565 -1.6951 0.4066
C 7.3917 -3.0325 0.6385
C 6.6016 -3.9892 0.0408
C 5.5861 -3.6265 -0.8194
Sb 0.1355 -1.0350 1.6359
C 0.6373 -1.9374 3.5874
C 0.0333 -3.1053 4.0145
C 0.6337 -3.8869 5.0212
C 1.7554 -3.4391 5.6754
C 2.3210 -2.2054 5.3175
C 1.7160 -1.4407 4.3393
C -1.8867 -0.2230 1.7754
C -2.3402 0.8119 0.9499
C -3.6350 1.2591 1.0861
C -4.5095 0.6903 2.0072
C -4.0400 -0.2491 2.8834
C -2.7345 -0.7078 2.7556
H -0.3739 -3.4741 0.9286
H -0.7306 -2.6417 -0.6085
H 1.6323 -4.2109 -0.0023
H 2.1621 -2.5896 0.3673
H 0.9183 -2.6299 -2.3547
H 2.1831 -3.7935 -2.2422
H 3.6811 -0.8423 0.8738
H 3.4326 1.1590 2.3095
H 2.3792 3.1774 1.4336
H 1.8824 3.3533 -1.0353
H 2.5394 1.5432 -2.5366
H 5.8567 -0.2800 -0.5929
H 7.7748 -0.9170 0.8746
H 8.2080 -3.3557 1.2530
H 6.8403 -5.0318 0.2267
H 4.9970 -4.3849 -1.3431
H -0.9014 -3.4444 3.5799
H 0.1886 -4.8328 5.2718
H 2.2339 -4.0564 6.4431
H 3.1876 -1.7765 5.7912
H 2.1304 -0.4989 4.0533
H -1.7194 1.2753 0.2055
H -3.9875 2.0646 0.4639
H -5.5294 0.9829 1.9843
H -4.6731 -0.6696 3.6421
H -2.3631 -1.3944 3.4967
F 0.7449 8.8223 -0.7572
C -0.4747 8.3873 -1.1971
F -1.3227 8.7850 -0.2122
F -0.7736 9.1224 -2.3216
C -0.4968 6.9190 -1.5300
C -1.4196 6.0534 -0.9133
C -1.4125 4.7131 -1.2853
C -0.6058 4.2108 -2.3055
C 0.2653 5.1137 -3.0349
C 0.3386 6.4422 -2.6264
C -0.6770 2.8420 -2.5991
C -0.6149 1.5827 -2.7811
H -2.1152 6.4237 -0.1722
H -2.0461 3.9620 -0.8513
H 0.8918 4.6909 -3.8088
H 1.0672 7.0672 -3.1565
N -1.8239 -1.4443 -2.1438
C -2.9889 -1.6372 -2.0804
N -4.2443 -1.9143 -2.2411
C -5.1730 -2.1759 -1.1229
C -6.3283 -1.1549 -1.1187
O -7.0025 -1.1431 -2.3743
C -6.1338 -0.7727 -3.4187
C -4.8816 -1.6726 -3.5270
H -4.6504 -2.1614 -0.1555
H -5.5449 -3.1955 -1.2315
H -5.9387 -0.1722 -0.8461
H -7.0908 -1.4540 -0.3667
H -5.8605 0.3004 -3.3001
H -6.7098 -0.8042 -4.3735
H -4.1574 -1.2445 -4.2549
H -5.2178 -2.6314 -3.9955

As for the charge: +2. The LUMO energy is -6.2 eV. The gap between HOMO and LUMO is 7.08 eV. The relative energy (zero: lowest compared OMol25 entry of this formula, charge and spin) comes out at 0.0 kcal/mol.

---

[2]
DFT (ωB97M-V with the def2-TZVPD basis set) results for a molecular structure, C41H39F2N10O3PTi.

Element x y z (Å)
Ti 12.2645 13.5240 12.4214
C 6.9938 11.0418 13.4462
N 8.0222 12.0970 13.3421
C 7.7280 13.3834 12.9043
C 8.9730 13.9610 12.7423
N 9.9605 13.0843 12.9755
C 9.3823 11.9524 13.4088
P 10.1731 10.4162 14.0262
C 11.5388 10.2432 12.7976
N 11.9281 11.0647 11.8398
C 12.6971 10.2868 11.0189
C 12.8155 9.0302 11.5361
N 12.0784 8.9875 12.6762
C 12.0401 7.8616 13.6247
C 11.1262 10.9866 15.5719
N 12.4337 10.7836 15.7120
C 12.7105 11.2551 16.9721
C 11.6035 11.7970 17.5498
N 10.5807 11.6047 16.6615
C 9.1857 12.1439 16.7929
H 6.7076 10.9496 14.4302
H 7.4104 10.1595 13.0189
H 6.1017 11.3981 12.8767
H 6.7264 13.7507 12.6525
H 9.1445 14.8381 12.1372
H 13.0111 10.7897 10.0999
H 13.3593 8.1490 11.1690
H 12.4026 8.2654 14.5889
H 12.7125 7.0856 13.2633
H 11.0521 7.4481 13.8116
H 13.7062 11.1732 17.3691
H 11.4978 12.3537 18.4914
H 9.2274 13.2152 16.8475
H 8.8640 11.8251 17.7531
H 8.6277 11.8470 15.9286
F 17.6231 12.4792 11.8119
C 16.6761 12.5811 12.7265
C 15.3572 12.6672 12.3024
C 14.2664 12.9615 13.1427
C 14.6845 13.1574 14.4704
C 16.0468 13.0371 14.9366
F 16.4923 13.3215 16.1973
C 17.0412 12.7160 14.0318
C 13.6297 13.8511 15.3376
C 13.9611 14.4937 16.5626
C 12.9566 15.2166 17.1857
C 11.6865 15.1481 16.6470
C 11.4895 14.5657 15.4196
N 12.4610 14.0022 14.7111
H 15.1097 12.5426 11.2509
H 18.0417 12.7658 14.3740
H 14.9808 14.5301 16.8715
H 13.1383 15.8618 18.0312
H 10.8064 15.5050 17.1691
H 10.5247 14.6534 14.9515
O 14.0513 16.4279 13.6827
C 13.1507 16.6890 12.9028
N 12.2947 15.7060 12.3150
C 11.5409 16.3792 11.3854
O 10.6318 15.8775 10.7156
C 11.9269 17.8329 11.3389
C 11.4638 18.8752 10.5566
C 12.0266 20.1319 10.6918
C 13.0251 20.2927 11.6346
C 13.4152 19.2724 12.5353
C 12.8823 18.0147 12.2974
H 10.6854 18.6446 9.8002
H 11.6605 20.9727 10.0702
H 13.5314 21.2560 11.8325
H 14.2362 19.3776 13.2516
C 6.0500 13.0521 9.5292
C 6.6558 11.9705 8.6928
N 8.0955 11.9455 8.8436
C 8.7104 10.6145 8.9728
C 8.3760 9.8542 10.2228
C 8.7574 12.9115 8.1442
O 8.1142 13.7229 7.4548
C 10.1622 13.2939 8.4602
C 10.9595 13.9631 7.5720
C 12.1724 14.4263 8.0240
C 12.6329 14.1637 9.3188
N 11.8514 13.4525 10.1499
C 10.6764 13.0655 9.7461
H 4.9865 13.1117 9.4222
H 6.4110 14.0507 9.1847
H 6.3848 13.0786 10.6090
H 6.4533 12.1214 7.6472
H 6.2177 10.9641 8.8281
H 9.7718 10.7265 8.9122
H 8.4593 10.0166 8.1013
H 8.6452 10.4200 11.1206
H 9.0579 8.9381 10.2344
H 7.3382 9.4749 10.2889
H 10.5644 14.1495 6.6093
H 12.8647 15.0652 7.3658
H 13.6966 14.4387 9.5838
H 10.0728 12.5660 10.4300

The LUMO energy (alpha / beta) is 0.2 / 0.2 eV. The gap between HOMO and LUMO (alpha / beta) is 5.61 / 7.58 eV. The relative energy (zero: lowest compared OMol25 entry of this formula, charge and spin) comes out at 0.0 kcal/mol. As for the expectation value of S²: 2.01. As for the spin multiplicity: 3.

---

[3]
DFT (ωB97M-V with the def2-TZVPD basis set) results for 6 unconnected molecules or ions with the total composition C41H39F5O3.

Element x y z (Å)
C 1.6530 -1.8333 3.5781
C 1.3071 -0.4578 4.0284
C 1.6117 0.9419 3.2311
C 1.0250 1.4726 1.9708
C -0.0905 0.7819 0.9877
C -1.6647 1.1097 1.4481
C 0.1235 -0.8191 0.7076
C 1.6513 -1.2064 0.2367
C 1.8458 -1.2446 -1.4044
C 1.6334 2.9664 1.6088
O 1.4622 3.7034 0.5077
O 2.4254 3.3985 2.7812
C 2.6331 2.1809 3.6053
O 3.5539 1.9623 4.5578
H 2.7242 -2.1571 3.2350
H 0.7916 -2.6552 3.4923
H 0.7956 -0.3530 5.1016
H 0.0220 1.3222 -0.0709
H -2.2611 0.0984 1.4353
H -2.1574 1.8019 0.6218
H -1.7282 1.7046 2.4544
H -0.2863 -1.4674 1.6056
H -0.5795 -1.0916 -0.2181
H 2.4892 -0.5065 0.6580
H 1.8618 -2.3091 0.6259
H 1.7905 -0.1662 -1.8554
H 2.9284 -1.6692 -1.6297
H 0.9919 -1.9400 -1.8554
F -3.1899 1.8924 -1.9571
C -3.2097 3.2319 -1.9560
C -4.3890 3.8990 -2.2688
C -4.4113 5.2937 -2.2628
C -3.2500 6.0063 -1.9545
C -2.0699 5.3276 -1.6468
C -2.0508 3.9331 -1.6420
H -5.2790 3.3287 -2.5139
H -5.3303 5.8246 -2.4983
H -3.2667 7.0941 -1.9543
H -1.1662 5.8845 -1.4112
H -1.1446 3.3895 -1.3965
F -9.1723 0.2790 -1.1646
C -8.3984 0.3637 -2.2548
C -7.0596 0.7138 -2.1180
C -6.2522 0.7971 -3.2523
C -6.7960 0.5398 -4.5132
C -8.1421 0.1940 -4.6406
C -8.9464 0.0999 -3.5051
H -6.6568 0.9183 -1.1313
H -5.2024 1.0625 -3.1553
H -6.1669 0.6092 -5.3981
H -8.5641 -0.0019 -5.6234
H -9.9925 -0.1763 -3.5851
F 3.2562 -3.4821 -0.7177
C 2.7767 -4.7307 -0.7931
C 3.5798 -5.7421 -1.3086
C 3.0827 -7.0432 -1.3825
C 1.7827 -7.3165 -0.9499
C 0.9826 -6.2935 -0.4387
C 1.4839 -4.9948 -0.3546
H 4.5840 -5.5094 -1.6475
H 3.7053 -7.8426 -1.7767
H 1.3938 -8.3307 -1.0119
H -0.0303 -6.5079 -0.1064
H 0.8789 -4.1894 0.0483
F 1.1470 -1.4394 -3.8881
C 1.4792 -0.9490 -5.0897
C 0.8420 -1.4339 -6.2265
C 1.1839 -0.9200 -7.4773
C 2.1680 0.0664 -7.5784
C 2.8055 0.5431 -6.4319
C 2.4554 0.0369 -5.1804
H 0.0860 -2.2062 -6.1294
H 0.6861 -1.2869 -8.3715
H 2.4376 0.4638 -8.5546
H 3.5741 1.3079 -6.5134
H 2.9344 0.4024 -4.2781
F 5.7484 1.0222 11.4475
C 5.1405 1.0659 10.2546
C 5.8328 1.5529 9.1513
C 5.2020 1.5937 7.9079
C 3.8809 1.1568 7.7838
C 3.1927 0.6744 8.8982
C 3.8275 0.6233 10.1389
H 6.8557 1.8957 9.2685
H 5.7372 1.9654 7.0376
H 3.3878 1.1930 6.8148
H 2.1632 0.3387 8.8000
H 3.3104 0.2430 11.0137

The LUMO energy is -1.5 eV. The gap between HOMO and LUMO is 7.45 eV. Its SMILES is C=CC1=C([C@H](C)CCC)C(=O)OC1=O.Fc1ccccc1.Fc1ccccc1.Fc1ccccc1.Fc1ccccc1.Fc1ccccc1.

---

[4]
DFT (ωB97M-V with the def2-TZVPD basis set) results for a molecular structure, C41H40BrFN5O4RuSSi.

Element x y z (Å)
Ru -1.0325 0.7494 0.2704
O 0.0408 2.5927 4.0895
C 1.0294 1.7641 4.4461
C 1.9978 2.2579 5.3225
C 3.0411 1.4683 5.7502
C 3.1421 0.1606 5.3032
C 2.1882 -0.3485 4.4403
C 1.1310 0.4373 4.0050
C 0.0404 -0.1396 3.0884
O -0.7502 0.7886 2.5418
N 0.6302 -1.0353 2.0975
N 0.1959 -0.9216 0.8087
C 0.8927 -1.6715 -0.0529
C 0.8519 -1.6769 -1.4209
Br -0.1207 -0.2400 -2.3175
C 1.4826 -2.5794 -2.2980
C 1.9200 -3.8938 -2.0428
C 1.6247 -4.6469 -0.8789
C 2.1190 -5.9203 -0.7120
C 2.8998 -6.5212 -1.6923
C 3.1764 -5.8184 -2.8639
C 2.7001 -4.5408 -3.0370
H -0.5042 2.1132 3.4064
H 1.8829 3.2818 5.6448
H 3.7771 1.8739 6.4313
H 3.9659 -0.4580 5.6230
H 2.2632 -1.3774 4.1143
H -0.5812 -0.8088 3.7481
H 1.6461 -1.0833 2.1646
H 1.6384 -2.3351 0.3777
H 1.6278 -2.2188 -3.3059
H 0.9644 -4.2395 -0.1292
H 1.8810 -6.4619 0.1941
H 3.2706 -7.5261 -1.5511
H 3.7722 -6.2863 -3.6367
H 2.9320 -3.9948 -3.9425
C 4.7754 0.4132 -5.3104
C 4.0587 0.7323 -4.0338
C 4.0053 -0.1848 -2.9909
C 3.4046 0.1504 -1.7876
C 2.8124 1.3888 -1.6311
C 2.8489 2.3093 -2.6622
C 3.4765 1.9834 -3.8518
S 2.1605 1.8041 -0.0022
O 2.8765 2.9652 0.4497
O 2.2839 0.6181 0.8038
N 0.5288 2.0811 -0.1715
C 0.0672 3.2850 -0.6035
C 0.8490 4.4029 -0.8979
C 0.2735 5.5790 -1.3669
C -1.0825 5.7009 -1.5472
C -1.9260 4.6240 -1.2223
C -3.3313 4.6979 -1.3154
C -4.0804 3.6026 -0.9659
C -3.4379 2.4394 -0.5428
N -2.1188 2.3350 -0.4492
C -1.3522 3.4069 -0.7678
H 4.9811 -0.6518 -5.3885
H 5.7263 0.9482 -5.3367
H 4.1886 0.7300 -6.1706
H 4.4485 -1.1632 -3.1094
H 3.3928 -0.5363 -0.9564
H 2.3971 3.2777 -2.5353
H 3.5283 2.7122 -4.6472
H 1.9085 4.3701 -0.7037
H 0.9180 6.4169 -1.5904
H -1.5208 6.6200 -1.9042
H -3.7959 5.6196 -1.6318
H -5.1586 3.6192 -1.0223
H -4.0257 1.5734 -0.2659
C -5.1055 -1.9589 -0.1053
Si -3.3588 -1.4197 -0.6739
C -2.2807 -2.9507 -1.0756
C -3.5910 -0.3823 -2.2701
N -2.6498 -0.4057 0.5659
C -3.1267 -0.4453 1.8449
C -3.4325 -1.6478 2.5003
C -3.9790 -1.6769 3.7659
C -4.2607 -0.4969 4.4402
C -3.9216 0.7091 3.8499
C -3.3505 0.7223 2.5981
F -3.0561 1.9296 2.0520
H -5.7636 -2.0354 -0.9650
H -5.5437 -1.2480 0.5898
H -5.0974 -2.9273 0.3826
H -1.9102 -2.8956 -2.0930
H -2.8489 -3.8706 -0.9887
H -1.4223 -3.0263 -0.4175
H -3.3262 -0.9771 -3.1371
H -2.9596 0.5012 -2.2924
H -4.6187 -0.0565 -2.4035
H -3.1947 -2.5646 1.9857
H -4.1940 -2.6305 4.2264
H -4.7288 -0.5084 5.4126
H -4.0960 1.6480 4.3506

The LUMO energy (alpha / beta) is -0.3 / -2.4 eV. The gap between HOMO and LUMO (alpha / beta) is 6.23 / 5.22 eV. The relative energy (zero: lowest compared OMol25 entry of this formula, charge and spin) comes out at 31.5 kcal/mol. As for the expectation value of S²: 8.80. As for the spin multiplicity: 6.

---

Question: Number 1 is which compound?
Answer: C41H38F3LaN2OSb2